# 1
{
  "formula": "C13H18N2O6PdSeSi",
  "method": "ωB97M-V/def2-TZVPD",
  "symbols": ["Pd", "O", "C", "O", "C", "C", "C", "C", "C", "N", "C", "O", "O", "H", "H", "H", "N", "C", "C", "C", "O", "O", "H", "H", "H", "H", "H", "H", "C", "Si", "C", "C", "Se", "H", "H", "H", "H", "H", "H", "H", "H", "H"],
  "coordinates": [[-0.1849, 0.2980, 0.6658], [0.8509, -0.5527, 4.4409], [0.4535, -0.4726, 3.3057], [0.7153, 0.5018, 2.4649], [-0.4746, -1.5385, 2.7436], [-0.9222, -2.6939, 3.3542], [-1.7699, -3.5279, 2.6302], [-2.1589, -3.2097, 1.3316], [-1.6775, -2.0405, 0.7768], [-0.8804, -1.2765, 1.5105], [-1.9350, -1.4662, -0.6141], [-2.6452, -2.0482, -1.3912], [-1.3420, -0.3128, -0.8413], [-0.5962, -2.9128, 4.3610], [-2.1292, -4.4428, 3.0825], [-2.8091, -3.8399, 0.7413], [-1.7561, 1.6900, 1.5549], [-2.1137, 2.9601, 0.8831], [-0.8767, 3.6330, 0.3160], [-0.2637, 2.7197, -0.7442], [-0.6101, 2.7811, -1.8976], [0.6315, 1.8693, -0.2550], [-2.5970, 1.1733, 1.7901], [-1.2562, 1.8711, 2.4229], [-2.6256, 3.6252, 1.5830], [-2.8040, 2.7286, 0.0716], [-0.1535, 3.8310, 1.1082], [-1.1749, 4.5694, -0.1550], [3.2408, 1.2062, -2.0172], [2.1823, -0.3131, -2.1714], [3.2546, -1.7664, -2.6824], [0.7234, -0.0973, -3.2888], [1.5660, -1.1665, -0.1006], [3.6608, 1.4475, -2.9983], [4.0666, 1.0344, -1.3247], [2.6605, 2.0546, -1.6635], [3.7412, -1.5245, -3.6318], [2.6672, -2.6739, -2.8254], [4.0412, -1.9712, -1.9538], [1.0833, 0.1158, -4.3003], [0.1058, 0.7371, -2.9623], [0.1115, -0.9993, -3.3200]],
  "homo_energy_ev": -8.861,
  "lumo_ev": -1.80,
  "largest_force_ev_per_a": 0.512,
  "e_tot_ha": -3886.01467
}

# 2
{
  "formula": "C13H18N2O9P2",
  "method": "ωB97M-V/def2-TZVPD",
  "symbols": ["O", "O", "O", "N", "O", "O", "O", "O", "O", "O", "C", "C", "C", "C", "C", "C", "C", "C", "N", "C", "C", "C", "C", "C", "P", "P", "H", "H", "H", "H", "H", "H", "H", "H", "H", "H", "H", "H", "H", "H", "H", "H", "H", "H"],
  "coordinates": [[-2.1215, -4.8548, -0.0040], [4.8516, 3.3791, -1.0933], [5.3743, 0.5097, -0.3121], [0.0189, -2.4227, 1.1861], [-0.2549, -3.7628, 0.9397], [-1.1490, -0.4455, 0.6653], [4.2458, 1.3931, -2.6073], [2.8196, 3.5067, -2.4818], [3.9156, 0.1514, 1.7170], [5.2928, 2.2395, 1.2644], [-1.0432, -1.7582, 0.7633], [-2.0903, -2.6938, 0.4945], [-6.1017, -1.4077, -0.1360], [-5.8146, -2.3515, 0.8508], [-5.0849, -0.8820, -1.0160], [-4.5342, -2.8240, 0.9600], [-3.7345, -1.3206, -0.7372], [-3.4732, -2.2753, 0.2298], [-1.6426, -3.8827, 0.6370], [-0.3629, 0.4907, 1.5002], [-0.0190, 1.6743, 0.6954], [0.4426, 1.4311, -0.7169], [1.7769, 0.7717, -0.6542], [2.8827, 1.7503, -0.2224], [3.7492, 2.5158, -1.6200], [4.3549, 1.1210, 0.5961], [4.8908, 0.8792, -1.9891], [3.4406, 4.1327, -2.8035], [4.0855, -0.6556, 1.2647], [5.5908, 2.5726, 0.3865], [-7.1564, -1.0515, -0.2510], [-6.6153, -2.6957, 1.4383], [-5.2905, -0.2595, -1.8745], [-4.1848, -3.5956, 1.7423], [-3.0287, -0.9053, -1.1603], [-0.8874, 0.9079, 2.3955], [0.5285, -0.0684, 1.8302], [-0.9078, 2.2527, 0.5919], [0.6868, 2.2950, 1.2587], [-0.2848, 0.8553, -1.1687], [0.5747, 2.3659, -1.3298], [2.0084, 0.3653, -1.6352], [1.7678, -0.0628, 0.0958], [2.4834, 2.6151, 0.3101]],
  "homo_energy_ev": -9.051,
  "lumo_ev": -0.39,
  "largest_force_ev_per_a": 9.618,
  "e_tot_ha": -1975.52461
}